1.
29
Properties=species:S:1:pos:R:3 method="wB97M-V/def2-TZVPD" homo_ev=-21.083 total_charge=+3
Ta 0.39 0.11 -1.18
S -1.12 1.62 -0.56
C -1.88 0.00 -0.09
C -3.19 -0.06 0.32
C -3.66 -1.34 0.65
C -2.83 -2.45 0.53
C -1.53 -2.30 0.09
N -1.07 -1.07 -0.20
H -3.81 0.82 0.39
H -4.68 -1.45 1.00
H -3.19 -3.44 0.78
H -0.85 -3.14 -0.05
O 1.82 -0.37 2.01
C 1.38 -0.23 1.00
F 1.64 -3.18 -3.23
C 2.16 -2.02 -3.51
F 2.73 -1.49 -2.40
F 2.96 -2.02 -4.51
S 0.70 -0.82 -3.82
O -0.21 -1.22 -2.63
O 0.20 -0.81 -5.12
N 1.07 0.59 -3.08
S 2.31 1.65 -3.67
O 1.73 2.61 -4.50
O 3.45 0.86 -3.92
C 2.56 2.49 -2.01
F 3.75 2.72 -1.68
F 1.72 3.39 -1.71
F 2.12 1.25 -0.99

2.
13
Properties=species:S:1:pos:R:3 method="wB97M-V/def2-TZVPD" homo_ev=-9.468 relative_energy_kcal_mol=18.9 smiles=C[Si](C)(O)S
C 0.43 0.44 1.55
Si -0.36 0.30 -0.19
C 0.37 -0.97 -1.38
O -0.62 2.13 -0.96
S -2.42 -0.35 0.28
H 0.37 1.52 1.72
H -0.08 -0.16 2.21
H 1.51 0.27 1.51
H -0.48 -1.65 -1.62
H 0.76 -0.49 -2.25
H 1.18 -1.53 -0.92
H -0.59 2.75 -0.27
H -2.70 -0.05 -1.05

3.
119
Properties=species:S:1:pos:R:3 method="wB97M-V/def2-TZVPD" homo_ev=-5.450 total_charge=-1
C 7.60 1.05 -2.06
C 6.68 0.82 -3.27
C 6.34 -0.66 -3.54
C 4.85 -0.95 -3.73
O 4.45 -2.08 -2.97
Nb 3.88 -2.24 -1.15
C 3.02 -2.41 0.91
C 5.72 -3.28 -0.33
C 6.29 -4.53 -0.96
O 6.67 -4.23 -2.31
N 4.61 -0.31 -0.61
C 3.83 0.59 -0.47
S 2.80 1.77 -0.17
N 2.03 -1.53 -1.71
C 0.77 -1.47 -0.97
C -0.39 -0.94 -1.80
C -1.45 -0.22 -0.95
S 2.96 -4.65 -1.71
C 1.22 -4.66 -2.16
O 3.00 -5.55 -0.54
O 3.64 -5.14 -2.90
H 7.89 0.11 -1.60
H 7.12 1.65 -1.29
H 8.51 1.57 -2.35
H 5.74 1.35 -3.08
H 7.14 1.26 -4.15
H 6.86 -0.98 -4.45
H 6.70 -1.30 -2.74
H 4.63 -1.18 -4.78
H 4.24 -0.08 -3.47
H 3.77 -2.74 1.62
H 2.20 -3.14 0.94
H 2.63 -1.45 1.27
H 5.56 -3.49 0.72
H 6.49 -2.49 -0.42
H 7.19 -4.86 -0.42
H 5.57 -5.35 -0.92
H 7.13 -5.00 -2.67
H 1.80 -1.84 -2.65
H 0.91 -0.81 -0.12
H 0.50 -2.46 -0.58
H 0.04 -0.23 -2.51
H -0.84 -1.74 -2.39
H -1.36 -0.50 0.10
H -2.45 -0.46 -1.29
H -1.33 0.85 -1.04
H 1.07 -5.62 -2.65
H 0.61 -4.60 -1.27
H 1.00 -3.85 -2.85
C -3.56 1.92 5.21
C -4.42 2.04 3.97
O -3.73 2.76 2.92
C -2.89 2.05 2.18
O -2.63 0.89 2.28
C -2.29 2.95 1.07
F -1.94 4.15 1.56
F -3.22 3.16 0.12
F -1.23 2.38 0.53
H -3.24 2.90 5.55
H -4.13 1.45 6.01
H -2.67 1.31 5.01
H -5.31 2.63 4.15
H -4.72 1.06 3.60
C -8.78 5.26 0.24
C -7.44 5.74 0.74
O -7.50 6.07 2.15
C -7.37 5.06 2.99
O -7.22 3.90 2.73
C -7.39 5.57 4.45
F -8.35 6.48 4.64
F -6.22 6.14 4.74
F -7.59 4.56 5.29
H -9.55 6.00 0.44
H -8.72 5.09 -0.84
H -9.06 4.32 0.72
H -7.14 6.67 0.26
H -6.66 5.00 0.59
C 8.96 -0.21 -8.52
C 10.28 -0.33 -7.79
O 10.78 0.98 -7.38
C 10.26 1.45 -6.25
O 9.44 0.93 -5.56
C 10.91 2.81 -5.91
F 11.01 3.59 -6.99
F 12.14 2.61 -5.42
F 10.19 3.44 -4.99
H 9.06 0.46 -9.37
H 8.65 -1.19 -8.87
H 8.19 0.18 -7.86
H 11.07 -0.72 -8.43
H 10.20 -0.96 -6.91
C 2.81 -7.89 1.51
C 1.58 -8.44 0.85
O 1.07 -9.64 1.52
C 0.31 -9.45 2.57
O -0.06 -8.42 3.07
C -0.15 -10.82 3.13
F 0.85 -11.71 3.17
F -1.12 -11.33 2.34
F -0.65 -10.69 4.35
H 3.59 -8.66 1.57
H 3.16 -7.07 0.89
H 2.60 -7.54 2.52
H 1.79 -8.78 -0.16
H 0.78 -7.70 0.81
C -11.84 6.14 7.18
C -13.22 6.69 6.89
O -13.23 7.44 5.65
C -13.35 6.73 4.55
O -13.46 5.54 4.44
C -13.39 7.67 3.32
F -12.46 8.63 3.41
F -14.59 8.26 3.24
F -13.18 6.98 2.20
H -11.10 6.95 7.19
H -11.82 5.65 8.15
H -11.54 5.42 6.42
H -13.53 7.41 7.65
H -13.96 5.90 6.84

4.
91
Properties=species:S:1:pos:R:3 method="wB97M-V/def2-TZVPD" homo_ev=-5.194 relative_energy_kcal_mol=3.9 total_charge=-1
Ca -0.68 0.09 -0.72
C -3.96 0.21 6.52
C -4.45 -0.10 5.26
C -3.59 -0.15 4.17
C -2.23 0.13 4.32
C -1.75 0.44 5.59
C -2.61 0.48 6.68
P -1.24 0.10 2.77
C 0.46 -0.19 3.41
C 0.70 -1.28 4.25
C 2.00 -1.64 4.59
C 3.07 -0.93 4.07
C 2.84 0.15 3.23
C 1.55 0.52 2.91
C -1.19 1.86 2.25
C -1.39 2.91 3.15
C -1.35 4.22 2.69
C -1.12 4.46 1.34
C -0.92 3.39 0.47
C -0.94 2.04 0.87
H -4.63 0.25 7.37
H -5.51 -0.31 5.12
H -3.97 -0.41 3.19
H -0.70 0.65 5.72
H -2.22 0.72 7.66
H -0.13 -1.85 4.64
H 2.17 -2.48 5.25
H 4.09 -1.22 4.32
H 3.68 0.70 2.82
H 1.37 1.36 2.25
H -1.58 2.71 4.20
H -1.51 5.04 3.38
H -1.11 5.47 0.97
H -0.75 3.63 -0.58
C -1.25 -0.47 -4.33
Si 0.53 -0.78 -3.81
C 1.48 -0.87 -5.45
C 0.52 -2.56 -3.16
C 1.18 0.41 -2.57
Si 1.28 2.16 -3.11
C 2.48 2.51 -4.53
C -0.39 2.82 -3.71
C 1.84 3.37 -1.77
Si 2.64 -0.22 -1.70
C 4.03 -0.93 -2.77
C 3.52 0.96 -0.51
C 2.18 -1.63 -0.49
C 3.07 -2.65 -0.15
C 2.72 -3.60 0.79
C 1.47 -3.52 1.38
C 0.63 -2.49 1.01
N 0.97 -1.57 0.10
H -1.59 -1.29 -4.97
H -1.37 0.45 -4.90
H -1.94 -0.43 -3.49
H 1.15 -1.74 -6.03
H 2.56 -0.96 -5.29
H 1.31 0.02 -6.06
H 0.13 -3.21 -3.95
H -0.12 -2.68 -2.29
H 1.52 -2.92 -2.90
H 2.21 1.98 -5.45
H 3.50 2.20 -4.26
H 2.51 3.58 -4.76
H -0.67 2.40 -4.68
H -0.32 3.91 -3.83
H -1.21 2.62 -3.01
H 2.93 3.45 -1.75
H 1.50 3.10 -0.77
H 1.45 4.36 -1.99
H 4.34 -0.18 -3.50
H 3.71 -1.82 -3.32
H 4.91 -1.20 -2.17
H 4.06 1.76 -1.02
H 4.24 0.38 0.07
H 2.81 1.42 0.18
H 4.04 -2.69 -0.63
H 3.40 -4.39 1.06
H 1.14 -4.24 2.12
H -0.36 -2.39 1.44
F -3.79 0.63 -1.69
C -3.89 -0.71 -1.41
C -2.77 -1.39 -1.02
C -2.98 -2.73 -0.78
F -1.95 -3.53 -0.39
C -4.21 -3.36 -0.92
F -4.36 -4.68 -0.68
C -5.30 -2.62 -1.32
F -6.50 -3.20 -1.46
C -5.15 -1.27 -1.57
F -6.21 -0.55 -1.96

| no. | LUMO (eV) | HOMO-LUMO gap (eV) | M (g/mol) |
| --- | --- | --- | --- |
| 1 | -13.67 | 7.42 | 599.27 |
| 2 | 0.57 | 10.03 | 108.24 |
| 3 | 1.43 | 6.88 | 1131.79 |
| 4 | 2.48 | 7.68 | 763.06 |